Record 1
Entry from the OMol25 dataset: a cluster of 2 separate species, C11H23N3O4 in total at a distorted geometry (ωB97M-V with the def2-TZVPD basis set).

Structure (XYZ):
```
41
Properties=species:S:1:pos:R:3
C -4.0111 0.4659 -1.3820
C -3.9705 -0.4251 -0.1497
O -2.7354 -1.0886 0.0882
C -2.0856 -1.5717 -1.0748
C -0.9763 -2.5222 -0.6355
O 0.2851 -1.8840 -0.6709
C 0.9317 -1.7967 0.5729
C 0.5622 -0.4912 1.2644
C 1.3849 -0.2110 2.5062
C 1.0166 1.2324 2.9476
N -0.0043 1.9075 2.0936
C 0.2813 1.7596 0.7579
N -0.0496 2.7299 -0.1389
N 0.8531 0.6238 0.3222
H -4.1955 -0.1022 -2.2894
H -4.8446 1.1580 -1.2668
H -3.1132 1.0721 -1.4778
H -4.1295 0.2149 0.7187
H -4.7970 -1.1404 -0.1555
H -1.6009 -0.7770 -1.6450
H -2.7621 -2.1196 -1.7360
H -0.9612 -3.4196 -1.2544
H -1.2217 -2.8546 0.3759
H 0.7537 -2.6565 1.2205
H 2.0064 -1.7779 0.3642
H -0.4909 -0.4692 1.5471
H 1.2804 -0.9655 3.2813
H 2.4402 -0.1968 2.2229
H 1.9111 1.8445 2.8726
H 0.7005 1.2878 3.9837
H -0.9372 1.5270 2.2522
H 0.4645 3.5886 -0.2305
H -0.8106 2.5500 -0.7694
H 1.8954 0.7022 0.3142
C 3.6533 0.8760 -2.6498
C 4.1266 0.0769 -1.4135
O 4.1486 -1.1604 -1.5312
O 4.3895 0.7756 -0.3913
H 3.4096 0.2114 -3.4776
H 2.7647 1.4622 -2.3969
H 4.4377 1.5640 -2.9697
```

The frontier orbital gap is 5.01 eV. Its electronic energy is -24436.3762 eV. The value obtained for the lowest unoccupied orbital energy is -1.9 eV.

***

Record 2
Entry from the OMol25 dataset: the ion C11H23N4 with charge +1 at a distorted geometry (ωB97M-V with the def2-TZVPD basis set).

Structure (XYZ):
```
38
Properties=species:S:1:pos:R:3
C -4.1136 1.8770 0.5111
C -2.5705 1.8352 0.8099
C -1.8639 0.8168 -0.0224
N -0.5385 0.3603 0.3540
C -0.7112 -0.7074 1.4160
C 0.7084 -1.0470 2.1403
N 1.8239 -1.1506 1.3402
C 2.2610 -2.4751 0.8346
C 2.9176 -2.1496 -0.5893
N 2.8550 -0.6883 -0.6702
C 2.8006 0.0041 -1.9234
C 1.8136 1.1497 -1.9162
N 0.4652 0.6431 -1.7908
C 0.2629 -0.2087 -0.6604
C 1.8907 -0.2217 0.2396
H -4.0759 2.1059 -0.5759
H -4.7023 0.9582 0.7200
H -4.6110 2.7624 1.1822
H -2.4372 1.4468 1.9264
H -2.2561 2.9116 0.7179
H -2.5806 0.0483 -0.1733
H -1.7077 1.3036 -1.0212
H -0.0907 1.1236 0.8052
H -1.1604 -1.5736 1.0404
H -1.2931 -0.5119 2.2522
H 0.8545 -0.2841 2.8433
H 0.3797 -1.8106 2.7341
H 1.3057 -3.1162 0.7851
H 3.0648 -2.9248 1.4492
H 3.9711 -2.4270 -0.6817
H 2.2605 -2.6907 -1.3245
H 2.3469 -0.7489 -2.8150
H 3.7323 0.2038 -2.4817
H 2.1224 1.9866 -1.2566
H 1.8149 1.6770 -3.0457
H 0.1421 0.4144 -2.6981
H -0.1632 -1.2150 -0.8932
H 2.0302 0.7875 0.5463
```

As for the net charge: +1. The frontier orbital gap is 9.22 eV. Its electronic energy is -17730.3314 eV. The value obtained for the lowest unoccupied orbital energy is -2.3 eV. The SMILES is CCC[N@H+]1CCN2CCN3CCN[C@H]1[C@H]32.

***

Record 3
Entry from the OMol25 dataset: a structure of composition C11H24AgBF4N3NbO at a distorted geometry (ωB97M-V with the def2-TZVPD basis set).

Structure (XYZ):
```
46
Properties=species:S:1:pos:R:3
N 0.1889 -2.0356 0.0552
C 1.6569 -4.5938 1.1900
O 1.3967 -5.6118 0.7325
Ag -1.2864 -2.6535 -1.3515
Nb -0.7322 -0.5604 0.4566
N -1.4934 0.0251 -1.3614
N 0.5859 0.7286 1.3018
C -0.6462 0.4230 -2.5076
C 2.0107 0.5860 1.5767
C -1.4785 0.5943 -3.7916
C 0.0276 1.7365 -2.1108
C 0.4145 -0.6451 -2.7690
C 2.2236 -0.4610 2.6738
C 2.6440 1.9146 2.0278
C 2.7131 0.1260 0.3065
H -2.2445 -0.1903 -3.8840
H -0.8108 0.5024 -4.6623
H -1.9424 1.5898 -3.8265
H -0.7409 2.4920 -1.8855
H 0.6673 2.0643 -2.9431
H 0.6365 1.5963 -1.1985
H 0.9907 -0.9069 -1.8723
H 1.1182 -0.2701 -3.5252
H -0.0571 -1.5768 -3.1314
H 1.6458 -0.1905 3.5671
H 3.2924 -0.5031 2.9388
H 1.8983 -1.4538 2.3348
H 2.3052 2.2075 3.0330
H 2.4194 2.7158 1.3089
H 3.7411 1.8080 2.0639
H 3.7843 -0.0007 0.5159
H 2.5984 0.8960 -0.4692
H 2.3043 -0.8307 -0.0423
C -2.7857 0.7099 -1.2298
H -3.5207 0.0951 -0.6936
H -2.6941 1.6667 -0.6899
H -3.2017 0.9151 -2.2260
C -0.1025 1.8488 1.9428
H -1.1934 1.7521 1.8276
H 0.1116 1.9158 3.0211
H 0.1939 2.8081 1.4916
F -2.1945 -1.2252 1.6185
B -3.5851 -2.4718 2.5339
F -4.2487 -1.3795 2.9076
F -3.9329 -3.1191 1.4039
F -2.6775 -3.0385 3.3414
```

As for the net charge: +2. The frontier orbital gap (spin up / spin down) is 4.33 / 4.33 eV. Its electronic energy is -35394.9135 eV. The value obtained for the lowest unoccupied orbital energy (spin up / spin down) is -12.2 / -12.2 eV.

***

Record 4
Entry from the OMol25 dataset: a cluster of 2 separate species, C11H24B4F4NO7S in total at a distorted geometry (ωB97M-V with the def2-TZVPD basis set).

Structure (XYZ):
```
52
Properties=species:S:1:pos:R:3
C -0.3016 2.6569 2.4545
C 0.8529 2.8600 1.3700
C 2.1307 1.9099 1.5995
O 1.8106 0.6142 2.1565
C 0.9899 -0.1610 1.2688
B 1.6094 -1.5964 0.8498
O 1.0530 -2.8546 1.3290
B 0.4071 -3.3800 0.1270
C -1.1934 -3.5836 0.1383
C -1.8619 -2.2521 0.7742
C -3.4517 -2.2823 0.7733
C -4.1123 -0.8157 0.9165
N -3.4312 0.1529 0.0230
C -3.8808 0.0503 -1.3505
C -3.1921 0.9748 -2.4730
O -4.7572 -0.7493 -1.7518
O 1.2854 -3.6254 -0.9924
B 2.1140 -2.4493 -1.1985
C 2.3734 -1.7807 -2.6622
S 1.6460 -0.0599 -2.5533
O 0.1354 -0.2105 -2.5099
O 1.9880 0.7672 -3.7539
O 2.7326 -1.7587 -0.0775
H -1.0008 1.8247 2.0884
H -0.9436 3.6033 2.5393
H 0.0811 2.3859 3.4880
H 0.4929 2.6565 0.2985
H 1.2478 3.9248 1.3636
H 2.6727 1.7527 0.6056
H 2.8558 2.4523 2.2855
H -0.0237 -0.3705 1.7672
H 0.7271 0.3802 0.2885
H -1.5257 -3.6137 -0.9601
H -1.5232 -4.5258 0.6887
H -1.4151 -1.3832 0.1891
H -1.5384 -2.1043 1.8658
H -3.8440 -2.8416 -0.1348
H -3.7906 -2.8913 1.6827
H -4.0098 -0.5518 2.0273
H -5.2426 -0.8937 0.7393
H -3.4703 1.1169 0.3696
H -3.1975 0.3352 -3.4197
H -2.1410 1.2906 -2.1992
H -3.8824 1.8607 -2.6964
H 3.4736 -1.7055 -2.9449
H 1.8505 -2.4124 -3.4450
H 2.1191 0.6171 -1.4251
B 5.4184 3.3339 0.0959
F 4.1191 3.0814 -0.4529
F 5.6237 4.7436 0.2018
F 5.5071 2.7390 1.3937
F 6.4136 2.7681 -0.7584
```

As for the net charge: -1. The frontier orbital gap is 9.24 eV. Its electronic energy is -52041.4878 eV. The value obtained for the lowest unoccupied orbital energy is 2.0 eV.

***

Record 5
Entry from the OMol25 dataset: a cluster of 2 separate species, C11H24BIN2O4 in total at a distorted geometry (ωB97M-V with the def2-TZVPD basis set).

Structure (XYZ):
```
43
Properties=species:S:1:pos:R:3
C 5.1145 -0.2348 1.0473
C 4.0087 -0.0758 2.2892
O 3.4828 -1.4076 2.6257
C 2.8748 1.0573 1.9479
C 1.3264 0.5195 1.9545
I 0.5205 -0.0810 3.9344
C 0.1653 1.6293 1.4869
C -0.6794 0.9881 0.1957
B -1.7813 -0.2127 0.5801
O -1.5839 -1.6484 0.2053
N -3.0651 0.0777 1.3818
C -4.2012 -0.6577 0.6643
C -2.9528 -0.5257 2.7964
C 0.6013 0.1446 -0.4702
O 1.0008 0.0699 -1.7462
N 1.2002 -0.4747 0.7989
H 4.5813 -0.3863 0.0030
H 5.8505 0.6968 1.0118
H 5.7195 -1.2363 1.2472
H 4.6278 0.3149 3.2272
H 3.3079 -1.9693 1.8145
H 3.1069 1.4679 0.8683
H 3.0166 1.9713 2.6885
H 0.8582 2.4280 0.9467
H -0.4556 1.9995 2.4169
H -1.0824 1.7770 -0.6040
H -1.4407 -1.7310 -0.7977
H -4.3329 -1.7671 1.0803
H -5.2423 -0.1143 0.7606
H -3.9843 -0.7853 -0.4989
H -2.6137 0.2588 3.6014
H -4.0259 -0.9415 3.1123
H -2.1376 -1.3807 2.7965
H 2.0957 -0.8344 0.4021
C -1.3024 0.5250 -4.0921
C -1.5138 -0.4874 -5.1988
O -2.5787 -0.0705 -6.0406
H -2.2146 0.6415 -3.4979
H -0.4875 0.2160 -3.4315
H -1.0652 1.5097 -4.5080
H -1.7721 -1.4644 -4.7798
H -0.6101 -0.6000 -5.8056
H -2.3359 0.7940 -6.4143
```

The frontier orbital gap is 9.03 eV. Its electronic energy is -31738.8817 eV. The value obtained for the lowest unoccupied orbital energy is 0.1 eV. The SMILES is C[C@H](O)C[C@@]1(I)C[C@H](B(O)N(C)C)C(=O)N1.CCO.

***

Record 6
Entry from the OMol25 dataset: a cluster of 2 separate species, C11H24BNO3 in total at a distorted geometry (ωB97M-V with the def2-TZVPD basis set).

Structure (XYZ):
```
40
Properties=species:S:1:pos:R:3
C -1.7831 -2.3657 -4.5477
N -2.7549 -1.3572 -4.1539
C -2.2968 -0.5938 -2.9842
B -2.6153 -1.3584 -1.6466
C -2.8630 -0.6421 -0.2687
C -1.9937 0.6161 -0.1026
C -0.5827 0.2109 0.2676
O 0.3185 1.3303 0.1859
C 1.1895 1.2800 -0.8671
C 1.0022 2.3950 -1.8610
O 2.0408 0.4173 -0.9724
H -0.7839 -1.9476 -4.7067
H -1.7003 -3.1351 -3.7861
H -2.1317 -2.8531 -5.4530
H -2.8534 -0.7077 -4.9203
H -1.2039 -0.4261 -3.0085
H -2.7551 0.3943 -2.9590
H -2.6283 -2.5534 -1.7005
H -2.5928 -1.3351 0.5308
H -3.9146 -0.4104 -0.1089
H -2.3730 1.2370 0.7080
H -2.0018 1.2469 -0.9884
H -0.1929 -0.5887 -0.3635
H -0.5876 -0.1675 1.2864
H 1.9248 2.5268 -2.4093
H 0.7236 3.3010 -1.3331
H 0.1835 2.1439 -2.5303
C 3.1666 0.5510 2.9152
C 3.1671 0.8256 4.4173
C 1.7423 0.4464 4.7995
O 1.3480 -0.5932 3.9016
C 2.2944 -0.6919 2.8324
H 4.1585 0.3969 2.4944
H 2.6937 1.3777 2.3807
H 3.8808 0.1685 4.9194
H 3.4117 1.8547 4.6762
H 1.0600 1.2946 4.6750
H 1.6577 0.0828 5.8243
H 2.8851 -1.6040 2.9716
H 1.7598 -0.7665 1.8852
```

The frontier orbital gap is 9.64 eV. Its electronic energy is -20103.8491 eV. The value obtained for the lowest unoccupied orbital energy is 0.7 eV. The SMILES is CNCBCCCOC(C)=O.C1CCOC1.